one) Density functional theory data (ωB97M-V with the def2-TZVPD basis set) for a 5-piece molecular cluster, C5H19NO6 overall.

Atoms and positions in Å:
N  0.722  1.645  1.200
C  0.749  0.182  0.813
C  1.562  -0.662  1.787
O  0.938  -0.765  3.024
C  1.250  -0.156  -0.606
C  0.284  0.388  -1.752
C  -0.921  -0.472  -1.611
O  -1.715  -0.025  -0.850
H  1.671  1.837  1.339
H  0.409  2.231  0.367
H  -0.328  -0.086  0.813
H  1.473  -1.734  1.548
H  2.614  -0.119  1.778
H  0.289  0.103  3.128
H  1.488  -1.264  -0.611
H  2.333  0.246  -0.683
H  0.792  0.229  -2.741
H  0.096  1.420  -1.680
H  -1.070  -1.411  -2.171
O  -1.689  -2.709  0.393
H  -1.482  -2.714  1.233
H  -2.072  -1.825  0.027
O  -2.130  2.276  0.482
H  -2.276  1.514  0.032
H  -1.682  2.080  1.273
O  -0.359  3.560  -1.041
H  -0.344  4.532  -1.181
H  -1.122  3.232  -0.382
O  0.052  -3.654  -1.573
H  -0.346  -3.633  -0.825
H  0.815  -4.245  -1.530

Results
SMILES = N[C@H](CO)CCC=O.O.O.O.O
Kohn-Sham gap = 10.411 eV

---

two) Density functional theory data (ωB97M-V with the def2-TZVPD basis set) for a 5-piece molecular cluster, C5H19NO6 overall.

Atoms and positions in Å:
C  -0.730  -1.632  1.353
C  -1.064  -0.258  0.849
O  -1.756  0.517  1.824
C  0.222  0.457  0.290
C  0.315  0.363  -1.223
N  0.328  1.822  0.791
C  1.372  2.365  1.466
O  1.248  3.268  2.265
H  -0.031  -1.485  2.179
H  -0.221  -2.277  0.633
H  -1.559  -2.200  1.765
H  -1.746  -0.281  -0.001
H  -1.409  0.277  2.693
H  1.027  -0.101  0.759
H  0.891  -0.515  -1.523
H  -0.657  0.292  -1.700
H  0.849  1.178  -1.698
H  -0.577  2.256  0.910
H  2.346  1.940  1.169
O  -1.510  -2.329  -1.907
H  -1.087  -3.113  -2.287
H  -2.390  -2.603  -1.631
O  3.342  -1.453  -2.213
H  3.549  -1.708  -3.119
H  4.039  -0.859  -1.901
O  -3.065  2.305  -0.097
H  -2.997  2.231  0.858
H  -2.805  1.491  -0.541
O  1.186  -3.437  -1.552
H  2.102  -3.350  -1.860
H  0.859  -2.533  -1.676

Results
SMILES = C[C@@H](O)[C@@H](C)NC=O.O.O.O.O
Kohn-Sham gap = 9.594 eV

---

three) Density functional theory data (ωB97M-V with the def2-TZVPD basis set) for a 5-piece molecular cluster, C5H19NO6 overall.

Atoms and positions in Å:
O  0.129  -4.028  0.274
C  0.356  -2.968  0.811
N  0.433  -1.808  0.092
C  0.672  -0.499  0.664
C  2.108  0.034  0.577
C  2.706  0.019  -0.823
C  1.918  0.759  -1.861
O  1.318  1.961  -1.317
H  0.545  -2.834  1.878
H  0.440  -1.905  -0.912
H  -0.019  0.196  0.208
H  0.457  -0.582  1.727
H  2.739  -0.565  1.225
H  2.092  1.047  0.988
H  2.906  -1.017  -1.157
H  3.743  0.340  -0.767
H  2.461  0.985  -2.776
H  1.039  0.203  -2.149
H  2.022  2.547  -0.997
O  -0.289  2.453  1.095
H  -0.220  1.756  0.434
H  -0.062  3.238  0.587
O  -2.834  1.290  1.443
H  -3.110  1.684  0.612
H  -2.056  1.756  1.791
O  -2.923  -1.224  0.938
H  -2.222  -1.474  0.329
H  -2.867  -0.256  1.000
O  -2.072  1.856  -1.598
H  -1.142  1.654  -1.754
H  -2.223  2.624  -2.173

Results
SMILES = O=CNCCCCO.O.O.O.O
Kohn-Sham gap = 9.815 eV

---

three) is preferred energetically. Next in line: 6.4 kJ/mol higher.

---

one) Density functional theory data (ωB97M-V with the def2-TZVPD basis set) for a 21-piece molecular cluster, H41O21 overall.

Atoms and positions in Å:
O  -2.016  0.139  -3.668
H  1.911  -2.711  4.175
H  -2.987  -0.158  -3.697
O  2.713  -3.057  3.775
H  0.904  3.927  2.499
H  1.579  -2.391  0.343
O  1.994  -0.396  4.852
H  -1.030  -0.878  2.679
H  5.219  -0.634  -1.135
O  -1.042  -1.785  3.017
H  3.809  -0.254  -0.724
H  -1.125  -1.777  -0.489
O  -0.299  -1.898  -0.057
H  -2.871  -3.787  2.595
H  -3.434  2.410  1.721
O  -2.637  -0.049  -0.054
H  -3.200  -2.973  1.589
H  -2.213  -0.811  -0.378
O  -2.460  -3.586  1.730
H  0.710  4.228  -3.031
H  -0.181  -1.093  0.591
O  -1.637  -3.996  -0.888
H  -1.267  -2.352  2.249
H  -1.990  0.166  0.690
O  -1.570  2.527  0.416
H  -1.012  -4.361  -1.487
H  2.281  -3.556  3.042
O  -4.063  2.864  1.187
H  1.500  0.332  5.178
H  1.617  -3.411  -0.831
O  3.779  1.336  -3.621
H  0.711  2.153  -0.407
H  2.907  1.732  -3.588
O  -3.392  2.580  -2.326
H  1.850  -0.769  3.995
H  -2.811  3.327  -2.239
O  4.605  0.119  -1.141
H  -1.388  1.751  0.977
H  -1.921  2.334  -0.432
O  -0.768  0.669  4.587
H  -0.777  -0.290  4.444
H  -0.404  0.920  3.729
O  -0.238  4.354  -3.259
H  1.431  -2.030  -4.754
H  -3.499  1.743  -1.877
O  1.283  2.847  -0.741
H  -3.540  3.595  0.832
O  2.130  -2.992  -0.123
H  -1.640  -0.692  -3.956
H  1.058  3.567  -0.137
O  -0.345  0.374  1.280
H  0.400  -1.277  -2.481
H  0.466  0.767  1.548
O  0.568  -2.223  -2.389
H  1.535  -0.693  -4.214
H  0.449  -2.648  -1.518
O  2.020  -1.251  -4.842
H  -1.327  -3.498  -0.113
H  -0.916  3.873  -2.824
O  1.824  3.830  2.103
H  1.844  2.863  2.186
H  3.740  0.591  -3.019

Results
charge = -1
Kohn-Sham gap = 9.649 eV

---

two) Density functional theory data (ωB97M-V with the def2-TZVPD basis set) for a 21-piece molecular cluster, H41O21 overall.

Atoms and positions in Å:
O  -3.630  -2.621  1.575
H  -4.466  -2.648  1.066
H  -3.477  -1.755  1.925
O  3.658  1.596  2.069
H  1.160  -1.531  -0.983
H  3.313  2.171  2.753
O  5.554  0.316  -0.014
H  1.589  -4.433  0.298
H  4.924  0.847  0.500
O  2.094  -3.792  0.758
H  2.606  -1.640  -0.708
H  -2.366  -2.778  -0.633
O  0.380  -2.595  3.407
H  0.960  -2.938  4.118
H  0.793  -2.275  2.613
O  -1.905  -0.802  4.651
H  -0.873  4.430  2.348
H  -1.383  -1.546  4.351
O  -1.254  3.620  2.058
H  5.578  -0.569  0.325
H  3.001  1.550  1.347
O  -4.373  0.450  1.367
H  1.732  -2.932  0.422
H  -1.749  0.046  4.196
O  -3.084  -0.859  -4.509
H  -4.455  1.392  1.194
H  1.746  1.020  -0.847
O  2.254  1.500  -0.175
H  -0.620  2.918  2.086
H  3.068  1.607  -0.710
O  3.562  2.638  -2.986
H  -2.714  1.276  -0.676
H  3.485  2.153  -3.823
O  2.892  -0.561  -3.358
H  2.479  -0.885  -2.544
H  3.854  -0.568  -3.176
O  2.019  -0.967  -1.003
H  -3.843  -0.654  -3.915
H  -2.476  -1.338  -3.955
O  -3.560  3.517  0.390
H  -2.667  3.287  0.074
H  -3.500  3.422  1.349
O  -1.995  -0.586  1.257
H  0.203  2.613  -1.174
H  -1.417  -0.152  0.631
O  -1.903  0.823  -0.826
H  -1.830  0.503  -1.707
O  -2.261  -2.818  -1.584
H  -1.707  -1.523  1.401
H  -1.314  -2.911  -1.870
O  0.133  1.371  2.405
H  -0.006  0.087  -3.867
H  -0.222  0.458  2.354
O  -0.096  -0.417  -3.010
H  -0.322  3.395  -2.463
H  0.195  -1.337  -3.051
O  0.326  3.450  -1.709
H  -3.420  0.234  1.424
H  1.032  1.220  2.060
O  0.290  -2.751  -0.913
H  -0.220  -2.950  -0.131
H  4.226  2.219  -2.449

Results
charge = -1
Kohn-Sham gap = 8.487 eV

---

two) is preferred energetically. Next in line: 227.2 kJ/mol higher.

---

one) Density functional theory data (ωB97M-V with the def2-TZVPD basis set) for a 2-piece molecular cluster, C3H8OS overall.

Atoms and positions in Å:
C  -0.493  2.769  -0.110
C  -0.277  1.716  -0.870
O  0.713  1.649  -1.866
H  -1.181  2.612  0.706
H  -0.087  3.796  -0.320
H  -1.144  1.120  -1.006
H  0.303  1.162  -2.558
C  0.785  -1.007  1.004
S  -0.372  -2.398  0.806
H  1.185  -0.669  2.096
H  1.781  -1.206  0.447
H  0.176  -0.197  0.479
H  -0.867  -2.313  2.040

Results
SMILES = C=CO.CS
Kohn-Sham gap = 9.643 eV

---

two) Density functional theory data (ωB97M-V with the def2-TZVPD basis set) for a 2-piece molecular cluster, C3H8OS overall.

Atoms and positions in Å:
C  -0.978  2.037  1.041
C  -0.477  3.218  0.594
O  0.483  3.225  -0.378
H  -1.756  1.889  1.645
H  -0.762  1.156  0.277
H  -0.635  4.183  0.852
H  0.839  4.181  -0.369
C  0.116  -3.369  -0.787
S  1.624  -2.546  -0.502
H  0.123  -4.411  -0.898
H  -0.706  -3.275  0.076
H  -0.388  -2.965  -1.584
H  2.517  -3.324  0.032

Results
SMILES = C=CO.CS
Kohn-Sham gap = 9.686 eV

---

three) Density functional theory data (ωB97M-V with the def2-TZVPD basis set) for a 2-piece molecular cluster, C3H8OS overall.

Atoms and positions in Å:
C  -2.163  -0.453  0.210
C  -2.786  0.906  0.314
O  -2.705  1.568  1.327
H  -1.721  -0.763  1.143
H  -1.394  -0.375  -0.569
H  -2.931  -1.078  -0.261
H  -3.336  1.335  -0.543
C  3.028  -1.172  -1.275
S  1.896  -0.143  -0.168
H  3.721  -1.663  -0.608
H  2.375  -1.902  -1.734
H  3.469  -0.519  -2.008
H  2.544  -0.541  0.933

Results
SMILES = CC=O.CS
Kohn-Sham gap = 10.054 eV

---

three) is preferred energetically. Next in line: 144.2 kJ/mol higher.

---

one) Density functional theory data (ωB97M-V with the def2-TZVPD basis set) for a single C3H8OS molecule.

Atoms and positions in Å:
O  2.083  0.055  2.096
C  1.840  -0.025  0.696
C  0.237  -0.134  0.542
C  -0.227  0.327  -0.919
S  -2.059  -0.053  -1.132
H  2.203  -0.877  2.288
H  2.279  -0.879  0.201
H  2.217  0.915  0.225
H  -0.088  0.189  1.510
H  -0.013  -1.169  0.476
H  0.242  1.296  -1.099
H  0.149  -0.269  -1.764
H  -1.810  0.194  -2.412

Results
SMILES = OCCCS
Kohn-Sham gap = 9.984 eV

---

two) Density functional theory data (ωB97M-V with the def2-TZVPD basis set) for a 2-piece molecular cluster, C3H8OS overall.

Atoms and positions in Å:
C  1.132  -2.337  1.467
O  0.215  -3.020  1.999
H  2.105  -2.187  2.260
H  1.438  -2.180  0.400
C  -0.031  1.080  -1.952
S  0.233  0.135  -0.320
C  -0.991  1.041  0.617
H  -0.258  0.394  -2.958
H  -0.969  1.656  -1.828
H  0.907  1.669  -2.174
H  -0.819  2.138  0.439
H  -0.880  0.790  1.654
H  -2.081  0.821  0.398

Results
SMILES = C=O.CSC
Kohn-Sham gap = 9.144 eV

---

three) Density functional theory data (ωB97M-V with the def2-TZVPD basis set) for a single C3H8OS molecule.

Atoms and positions in Å:
C  1.947  -1.218  0.811
O  1.164  -0.198  0.255
C  -0.145  -0.323  0.711
S  -1.043  0.980  -0.023
C  -0.995  0.200  -1.674
H  1.520  -2.157  0.483
H  2.951  -1.134  0.412
H  2.016  -1.224  1.914
H  -0.249  -0.233  1.776
H  -0.552  -1.362  0.475
H  -1.470  -0.765  -1.445
H  -1.659  0.721  -2.346
H  -0.027  0.104  -2.037

Results
SMILES = COCSC
Kohn-Sham gap = 9.775 eV

---

three) is preferred energetically. Next in line: 45.7 kJ/mol higher.